# C42H65AsN6O4PS2Sn

A molecular structure, C42H65AsN6O4PS2Sn at a distorted geometry (ωB97M-V with the def2-TZVPD basis set, OMol25).

```
122
Properties=species:S:1:pos:R:3:forces:R:3
Sn 0.121353 -0.001214 -0.199887 -1.01 0.35 -0.48
O 2.712016 1.100769 0.770331 0.39 0.45 0.22
S 3.239790 -0.018442 -0.032558 0.57 -0.86 1.36
O 2.479610 -1.222561 0.210394 -0.14 -0.41 -0.29
O 2.796883 0.464502 -1.499346 0.25 -0.02 -0.06
O 4.656683 -0.118469 -0.002304 0.34 -0.18 -0.24
C 3.051840 2.113910 4.398199 0.16 -0.02 0.12
C 3.929557 1.113633 5.148879 -0.28 -0.06 -0.01
C 3.315813 -0.284576 5.247939 0.22 0.07 -0.19
C 3.119917 -0.974323 3.889002 -0.07 0.12 0.45
N 1.901752 -0.562762 3.203488 0.29 -0.10 -0.19
C 0.705959 -1.099477 3.374659 -0.31 0.20 -0.27
S -0.565055 -0.793641 2.237957 -0.22 -0.12 0.49
N 0.471144 -1.846988 4.447409 0.25 -0.14 0.03
C -0.796141 -2.429025 4.866107 -0.17 -0.17 0.28
C -1.199457 -1.975209 6.271661 -0.14 0.24 -0.18
C -1.784515 -0.561291 6.353085 0.27 -0.05 -0.03
C -0.800058 0.555775 6.009088 -0.22 -0.05 0.11
H 3.442577 3.123081 4.526480 -0.03 0.04 -0.06
H 2.030246 2.093791 4.781569 -0.06 0.03 -0.02
H 3.025725 1.899400 3.330648 -0.04 0.03 -0.09
H 4.096619 1.477922 6.164705 0.09 0.01 -0.03
H 4.903276 1.041073 4.657962 0.06 0.01 0.08
H 2.350564 -0.207962 5.757019 0.00 -0.05 0.07
H 3.969698 -0.911449 5.858324 -0.05 -0.03 0.03
H 3.101789 -2.061354 4.013869 0.03 0.02 -0.10
H 3.949048 -0.732038 3.222463 0.00 -0.09 0.00
H 2.023002 0.023095 2.392253 -0.08 0.03 -0.16
H 1.229146 -1.976864 5.101957 0.04 0.10 -0.06
H -0.690195 -3.517088 4.859828 -0.04 0.05 -0.12
H -1.555732 -2.145241 4.141074 0.01 -0.08 -0.02
H -0.338452 -2.052808 6.943550 0.01 -0.07 0.04
H -1.952888 -2.674357 6.638726 0.07 -0.09 0.00
H -2.146190 -0.408456 7.372049 -0.07 0.00 -0.04
H -2.647700 -0.492536 5.686992 -0.08 -0.03 0.04
H 0.109591 0.465932 6.606415 0.07 0.02 -0.03
H -1.250306 1.522382 6.232751 0.05 0.06 -0.02
H -0.541170 0.547430 4.951931 0.07 0.07 -0.02
N -1.531880 -0.588857 -1.085779 -0.37 -0.29 0.01
P -2.563959 -1.683493 -1.532545 0.19 -0.38 0.06
N -3.130444 -1.397122 -3.061469 0.27 -0.11 0.14
C -2.556788 -0.338527 -3.889934 -0.06 0.26 0.05
C -3.432501 -0.143882 -5.120509 0.14 -0.13 0.00
C -3.412267 -1.399632 -6.003970 -0.03 -0.02 0.09
C -3.326316 -2.679383 -5.152080 -0.09 0.11 0.08
C -3.900325 -2.426370 -3.762390 -0.07 -0.04 -0.09
N -1.906404 -3.234555 -1.642033 0.02 0.48 0.24
C -1.908058 -4.149797 -0.494842 -0.06 -0.08 0.07
C -0.517807 -4.289913 0.119514 0.00 0.00 -0.22
C 0.461657 -4.899942 -0.902305 -0.09 -0.01 -0.03
C 0.008105 -4.596394 -2.338869 0.02 0.10 0.12
C -0.636786 -3.220433 -2.373153 0.17 -0.07 -0.17
N -3.936781 -1.856436 -0.565734 0.30 0.45 -0.20
C -3.674601 -1.588174 0.857064 0.08 0.13 0.11
C -3.932545 -0.127312 1.208522 -0.07 -0.14 0.06
C -5.417737 0.216988 1.026012 0.00 -0.10 -0.07
C -6.090885 -0.769367 0.063437 0.21 0.01 0.00
C -5.153731 -1.172012 -1.067513 -0.23 -0.13 -0.09
H -1.528861 -0.579738 -4.198456 -0.01 0.01 0.01
H -2.508576 0.569919 -3.286366 0.07 0.02 -0.10
H -3.091222 0.720416 -5.692481 -0.03 0.05 0.04
H -4.452566 0.062571 -4.790747 -0.01 0.09 0.00
H -2.558401 -1.362565 -6.682656 -0.04 0.03 -0.06
H -4.316970 -1.417788 -6.613123 0.05 -0.01 -0.08
H -2.288115 -3.003160 -5.055188 -0.01 -0.04 0.00
H -3.879934 -3.490733 -5.625734 0.07 -0.04 0.00
H -3.875252 -3.331800 -3.155737 -0.09 -0.01 -0.07
H -4.944397 -2.105698 -3.866480 0.00 -0.08 0.05
H -2.249532 -5.132054 -0.840928 -0.06 0.02 0.12
H -2.627816 -3.785720 0.234337 -0.04 -0.19 0.00
H -0.578509 -4.915678 1.010665 0.04 0.09 0.08
H -0.161603 -3.298846 0.419684 -0.07 -0.06 0.12
H 0.531376 -5.979427 -0.761342 0.06 0.00 0.02
H 1.455660 -4.478839 -0.739511 0.03 -0.07 0.00
H -0.709821 -5.342830 -2.685919 0.02 0.01 -0.04
H 0.859392 -4.613101 -3.019827 -0.02 -0.05 -0.02
H -0.839886 -2.891825 -3.394840 0.12 0.02 0.00
H 0.071343 -2.495896 -1.927059 -0.07 -0.10 -0.15
H -2.626968 -1.808088 1.053054 -0.10 -0.19 0.12
H -4.295075 -2.249586 1.469251 0.10 -0.06 0.03
H -3.299803 0.470197 0.550879 -0.04 0.08 0.00
H -3.608776 0.064646 2.232508 0.02 0.03 0.03
H -5.517740 1.230229 0.633362 -0.03 0.04 0.07
H -5.931693 0.180389 1.987456 -0.03 0.10 0.00
H -6.978906 -0.313381 -0.376357 -0.04 -0.11 0.01
H -6.411067 -1.665802 0.597518 -0.06 0.00 0.00
H -4.884869 -0.279739 -1.642544 -0.08 0.00 -0.01
H -5.673227 -1.863127 -1.733652 -0.01 0.14 -0.07
C 0.292559 5.721549 0.431434 0.02 0.04 -0.05
C 0.759175 5.745688 -0.875393 0.00 0.03 0.05
C 1.420039 4.644516 -1.391977 0.09 -0.32 -0.16
C 1.587522 3.501680 -0.606613 0.11 -0.07 -0.04
C 1.126446 3.480951 0.699825 0.13 -0.27 0.12
C 0.480778 4.594778 1.215941 0.01 -0.01 -0.06
As 2.750859 2.225674 -1.522025 -0.48 1.51 -0.88
C 2.073017 2.188111 -3.326762 0.07 -0.15 0.08
C 2.879743 1.740607 -4.369074 0.14 0.07 0.13
C 2.311402 1.445246 -5.598060 0.07 0.04 0.00
C 0.940774 1.565871 -5.775756 -0.06 -0.01 0.00
C 0.129946 1.976684 -4.727333 0.07 0.01 -0.01
C 0.694364 2.279987 -3.499163 -0.01 0.18 0.21
C 4.515933 2.949702 -1.331786 0.03 -0.07 0.01
C 5.121678 2.950728 -0.078669 -0.13 -0.10 0.03
C 6.374109 3.521843 0.069194 -0.06 0.08 0.00
C 6.997420 4.123838 -1.014694 -0.04 -0.05 -0.02
C 6.371731 4.155098 -2.252130 0.05 0.10 -0.01
C 5.129340 3.566469 -2.419181 -0.27 -0.14 -0.07
H -0.204798 6.590255 0.839398 -0.04 0.01 0.01
H 0.614005 6.621488 -1.492109 0.02 0.02 -0.01
H 1.801610 4.656601 -2.408270 -0.09 0.17 0.05
H 1.294059 2.614597 1.321100 -0.05 0.02 -0.01
H 0.135827 4.579117 2.240316 -0.03 -0.01 0.02
H 3.943579 1.606585 -4.208312 -0.04 -0.04 -0.11
H 2.938536 1.112562 -6.413934 0.00 -0.01 0.01
H 0.499822 1.323255 -6.732976 0.00 0.01 -0.03
H -0.939713 2.056078 -4.860493 -0.03 -0.01 0.00
H 0.066391 2.588744 -2.669221 -0.04 -0.04 -0.11
H 4.609057 2.500595 0.759753 0.12 -0.01 0.05
H 6.855283 3.514633 1.036940 0.01 -0.02 0.02
H 7.970649 4.579305 -0.894396 0.02 0.01 0.01
H 6.848151 4.656139 -3.082893 0.00 -0.04 -0.06
H 4.626800 3.598084 -3.378562 0.12 0.05 -0.01
```
Positions in Å, forces in eV/Å.

Its net charge is +1. As for the spin multiplicity: 1. The energy above the lowest of the compared OMol25 structures with the same formula, charge and spin comes out at 0.0 kcal/mol. The HOMO energy is -0.371 hartree. As for the LUMO energy: -0.0833 hartree.